Entry 1:
Here is a 4-piece molecular cluster, C46H35B3O12S overall from the Open Molecules 2025 dataset. Energies are from the ωB97M-V functional and the def2-TZVPD basis.

As for the net charge: 0. Its structure (SMILES) is O=C1c2ccccc2C(=O)c2ccccc21.O=C1c2ccccc2C(=O)c2ccccc21.O=C1c2ccccc2C(=O)c2ccccc21.O=S(=O)(O)CCCCB1OBOBO1. Its energy above the lowest of the compared OMol25 structures with the same formula, charge and spin is 560.98 kJ/mol. The value obtained for the calculated total energy is -3149.68021 Eh. The orbital gap is 8.41 eV. Its LUMO energy is -1.3213 eV.

The geometry in XYZ format:
```
97
C46H35B3O12S, DFT the ωB97M-V functional and the def2-TZVPD basis
O 3.56 -2.24 -5.12
S 2.52 -3.26 -4.53
O 2.95 -4.73 -4.76
O 2.52 -3.00 -2.82
C 0.82 -2.97 -5.31
C -0.07 -1.83 -4.54
C -1.25 -2.41 -3.57
C -2.69 -1.61 -3.87
B -3.76 -2.64 -4.58
O -5.07 -2.89 -3.91
B -5.42 -4.35 -4.02
O -5.05 -5.18 -5.21
B -3.62 -4.80 -5.47
O -3.41 -3.36 -5.85
H 3.46 -3.28 -2.55
H 0.15 -3.94 -5.37
H 1.04 -2.60 -6.42
H 0.65 -1.16 -3.88
H -0.53 -1.11 -5.36
H -1.35 -3.57 -3.72
H -1.00 -2.21 -2.42
H -3.14 -1.35 -2.80
H -2.52 -0.61 -4.50
H -5.98 -4.92 -3.15
H -2.70 -5.56 -5.33
C 7.61 -3.11 -1.00
C 6.36 -2.79 -1.54
C 5.56 -1.82 -0.94
C 6.01 -1.16 0.21
C 7.25 -1.49 0.77
C 8.05 -2.46 0.16
C 7.71 -0.84 2.01
O 8.79 -1.13 2.50
C 6.83 0.16 2.67
C 7.23 0.74 3.88
C 6.42 1.69 4.50
C 5.21 2.07 3.90
C 4.81 1.49 2.70
C 5.62 0.52 2.09
C 5.17 -0.11 0.83
O 4.11 0.21 0.31
H 8.23 -3.86 -1.47
H 6.01 -3.31 -2.43
H 4.60 -1.57 -1.37
H 9.02 -2.71 0.58
H 8.17 0.45 4.34
H 6.73 2.14 5.44
H 4.58 2.82 4.38
H 3.87 1.79 2.25
C 1.35 -0.62 0.83
C 0.90 -1.83 0.31
C -0.26 -2.41 0.81
C -0.97 -1.79 1.85
C -0.50 -0.59 2.39
C 0.65 0.00 1.87
C -1.22 0.05 3.51
O -0.81 1.10 3.98
C -2.42 -0.61 4.07
C -3.07 -0.05 5.17
C -4.21 -0.65 5.69
C -4.72 -1.81 5.11
C -4.07 -2.38 4.01
C -2.91 -1.78 3.50
C -2.21 -2.41 2.36
O -2.65 -3.44 1.85
H 2.26 -0.15 0.44
H 1.46 -2.32 -0.49
H -0.61 -3.36 0.40
H 1.02 0.95 2.28
H -2.68 0.86 5.63
H -4.71 -0.21 6.55
H -5.61 -2.28 5.51
H -4.46 -3.29 3.57
C -3.20 1.33 1.37
C -4.27 1.79 2.14
C -4.74 3.09 1.97
C -4.14 3.94 1.04
C -3.05 3.49 0.29
C -2.58 2.18 0.45
C -2.37 4.40 -0.66
O -1.42 4.00 -1.33
C -2.85 5.78 -0.80
C -2.18 6.67 -1.66
C -2.64 7.98 -1.80
C -3.77 8.41 -1.11
C -4.43 7.53 -0.25
C -3.97 6.22 -0.09
C -4.66 5.31 0.85
O -5.65 5.69 1.46
H -2.83 0.32 1.50
H -4.73 1.14 2.87
H -5.58 3.44 2.57
H -1.75 1.82 -0.14
H -1.30 6.34 -2.21
H -2.11 8.67 -2.47
H -4.12 9.43 -1.23
H -5.31 7.88 0.30
```

These are the Löwdin partial charges, in e, on atoms 1 to 6: number 1, O, carries -0.3895; number 2, S, carries 0.8070; number 3, O, carries -0.3851; number 4, O, carries -0.2547; number 5, C, carries -0.2108; number 6, C, carries -0.2069

Entry 2:
Here is C35H51F3IrN4SSbSe3Si as an isolated structure from the Open Molecules 2025 dataset. Energies are from the ωB97M-V functional and the def2-TZVPD basis.

As for the spin multiplicity: 6. As for the net charge: +3. The value obtained for the calculated total energy is -10118.40410 Eh. The orbital gap (spin up / spin down) is 7.08 / 6.00 eV. Its expectation value of S² is 8.776. Its LUMO energy (spin up / spin down) is -7.2376 / -9.3180 eV.

The geometry in XYZ format:
```
100
C35H51F3IrN4SSbSe3Si, DFT the ωB97M-V functional and the def2-TZVPD basis
Ir 0.67 -1.43 -1.54
C -1.66 0.20 0.46
Se -0.34 -1.15 0.90
C -1.76 -2.54 1.25
C -2.67 -2.89 0.10
Se -1.69 -3.73 -1.32
C -1.06 -5.28 -0.34
H -2.31 0.39 1.28
H -2.09 -0.04 -0.48
H -1.15 1.13 0.32
H -2.36 -2.11 2.00
H -1.26 -3.44 1.70
H -3.19 -1.95 -0.25
H -3.41 -3.58 0.53
H -0.21 -5.01 0.35
H -0.74 -5.99 -1.06
H -1.88 -5.72 0.23
C 3.50 -0.76 0.54
N 2.82 -1.85 -0.18
C 2.67 -3.00 0.78
C 3.69 -2.23 -1.33
C 3.06 -3.31 -2.23
N 1.71 -2.85 -2.75
C 1.98 -2.02 -4.03
C 0.99 -4.10 -3.17
H 4.29 -1.15 1.17
H 2.77 -0.20 1.11
H 3.92 0.00 -0.15
H 3.63 -3.53 0.96
H 1.93 -3.68 0.32
H 2.26 -2.64 1.76
H 4.69 -2.64 -1.02
H 3.88 -1.31 -1.88
H 2.96 -4.26 -1.69
H 3.73 -3.48 -3.11
H 2.57 -2.66 -4.70
H 2.49 -1.07 -3.86
H 1.01 -1.80 -4.45
H 1.54 -4.62 -3.97
H 0.02 -3.72 -3.57
H 0.92 -4.81 -2.36
F 2.77 -0.37 7.35
C 1.93 0.27 6.57
C 1.99 1.68 6.51
C 1.13 2.34 5.68
C 0.23 1.59 4.90
C 0.23 0.21 4.89
C 1.13 -0.48 5.72
Sb -1.05 2.65 3.65
C -0.23 4.20 2.45
C -1.14 4.88 1.62
C -0.67 5.67 0.60
C 0.73 5.77 0.47
F 1.23 6.54 -0.49
C 1.65 5.07 1.27
C 1.14 4.24 2.27
C -2.88 3.20 4.45
C -3.53 4.41 4.20
C -4.91 4.49 4.46
C -5.56 3.37 5.01
F -6.85 3.40 5.30
C -4.94 2.14 5.17
C -3.59 2.07 4.85
H 2.63 2.31 7.17
H 1.04 3.43 5.71
H -0.33 -0.34 4.19
H 1.04 -1.57 5.80
H -2.22 4.82 1.79
H -1.32 6.27 0.01
H 2.75 5.25 1.16
H 1.86 3.78 2.93
H -2.97 5.27 3.85
H -5.50 5.35 4.34
H -5.50 1.28 5.57
H -3.02 1.18 5.04
S -1.38 -0.89 -3.15
C -2.23 -2.12 -4.11
N -3.56 -2.04 -4.11
C -4.35 -2.74 -4.99
C -3.73 -3.59 -5.84
C -2.32 -3.67 -5.72
N -1.59 -2.98 -4.90
H -3.89 -1.26 -3.52
H -5.35 -2.52 -4.96
H -4.30 -4.13 -6.61
H -1.80 -4.33 -6.34
C 1.75 3.73 -2.59
Si 2.18 2.04 -3.11
C 3.92 1.44 -3.08
C 1.32 1.62 -4.66
Se 1.11 0.88 -1.36
H 2.35 4.47 -3.13
H 1.94 3.80 -1.54
H 0.69 3.93 -2.81
H 3.90 0.38 -3.40
H 4.38 1.57 -2.15
H 4.37 2.09 -3.82
H 1.74 2.26 -5.43
H 0.25 1.93 -4.50
H 1.45 0.56 -4.93
```

These are the Löwdin partial charges, in e, on atoms 1 to 6: number 1, Ir, carries 0.6273; number 2, C, carries -0.4121; number 3, Se, carries 0.8505; number 4, C, carries -0.4893; number 5, C, carries -0.5386; number 6, Se, carries 0.9303

Which of these has the highest calculated total energy? C46H35B3O12S

Look up the calculated total energy of the first one. -3149.68021 Eh